10
Properties=species:S:1:pos:R:3:forces:R:3 method="wB97M-V/def2-TZVPD" e_tot_ha=-793.617031 homo_ev=-10.59 relative_energy_kj_mol=308.7 homo_lumo_gap_ev=10.818
C 1.36654 0.01642 -0.12139 -3.4 -2.0 2.7
N -1.57433 -0.65443 -0.03365 -0.5 -0.8 -0.7
O -1.08804 0.24838 -0.94177 0.4 1.3 -0.1
O -2.50532 -1.24872 -0.43635 -1.7 -0.7 -0.9
O 0.02336 1.94816 0.84661 -0.7 0.7 0.7
O -1.02668 -0.81160 0.99198 1.3 0.3 2.1
S 0.17886 1.35239 -0.45113 1.3 -1.0 -0.7
H 2.35436 0.26247 -0.15471 2.6 1.2 -0.7
H 1.10526 -0.86826 -0.72522 0.4 0.4 0.1
H 1.16598 -0.24482 1.02564 0.3 0.6 -2.6